(1)
The following is a DFT calculation (ωB97M-V/def2-TZVPD) of a structure of composition C18H14O5PSr at a distorted geometry.

Properties
- Maximum force: 4.22 eV Å⁻¹
- HOMO-LUMO gap (spin up / spin down): 0.2187 / 0.2187 Ha
- Lowest unoccupied orbital energy (spin up / spin down): -3.933 / -3.930 eV
- E_HOMO (spin up / spin down): -0.3632 / -0.3631 Ha
- Energy relative to the best compared isomer or geometry (same formula, charge and spin): 0.0000 eV
- Total charge: +1

Cartesian coordinates (Å):
O 1.16454 -3.01905 -4.94323
C 0.72839 -2.35891 -4.09398
Sr -0.24286 -0.87653 -2.18905
O -0.72204 -0.67743 -6.16342
C -0.72612 -0.53870 -5.02161
C 2.60447 -2.49108 -1.94276
O 1.58202 -2.49123 -1.17334
C 2.69851 -1.35284 -2.84366
O 3.37825 -0.38313 -3.00800
C -0.77204 -3.55445 -2.10379
O -0.67919 -4.69550 -1.98133
H 3.41804 -3.23664 -1.98017
C 1.24785 2.60216 0.39078
P 0.38088 1.01812 0.23859
C 0.78294 0.20151 1.81747
C 0.17643 -1.03968 2.11097
C 0.60522 -1.81322 3.19216
C 1.66439 -1.35747 3.99025
C 2.29657 -0.14757 3.69558
C 1.86025 0.63364 2.62068
C -1.37809 1.53057 0.33778
C -1.77227 2.87518 0.18388
C -3.12147 3.21109 0.03986
C -4.10451 2.21531 0.04716
C -3.73037 0.87003 0.16729
C -2.38184 0.52649 0.30358
H 2.33657 2.43050 0.41858
H 0.92094 3.11621 1.31150
H 1.02586 3.23554 -0.48375
H -0.65742 -1.41030 1.50387
H 0.11926 -2.77417 3.39897
H 2.01444 -1.97309 4.81650
H 3.14164 0.19625 4.29886
H 2.34458 1.58773 2.41989
H -1.02315 3.66668 0.18340
H -3.40562 4.25683 -0.09095
H -5.15441 2.47764 -0.06179
H -4.49492 0.07874 0.15195
H -2.12571 -0.53923 0.44126

Forces on atoms 1 to 6 (eV/Å):
O -1.227 1.543 1.999
C 1.914 -2.228 -2.377
Sr 0.745 0.014 0.560
O -0.054 0.498 3.669
C -0.312 0.010 -3.878
C -0.017 2.302 0.718

=====

(2)
The following is a DFT calculation (ωB97M-V/def2-TZVPD) of a cluster of 2 separate species, C2H7NS in total at a distorted geometry.

Properties
- SMILES: C=CN.S
- Maximum force: 1.07 eV Å⁻¹
- HOMO-LUMO gap: 0.3362 Ha
- Lowest unoccupied orbital energy: 0.610 eV
- E_HOMO: -0.3138 Ha
- Energy relative to the best compared isomer or geometry (same formula, charge and spin): 0.8329 eV

Cartesian coordinates (Å):
C -3.54895 1.39374 2.21005
C -2.48537 1.95824 1.64198
N -1.22035 1.39586 1.43235
H -3.73846 0.35572 2.44190
H -4.44037 2.01118 2.24300
H -2.58686 2.94928 1.21407
H -0.92568 1.47431 0.47328
H -1.10010 0.50301 1.84754
S 3.26038 -2.06444 -2.36957
H 3.07681 -2.59922 -1.17696
H 2.06845 -1.41922 -2.38126

Forces on atoms 1 to 6 (eV/Å):
C -0.724 0.579 -0.467
C -0.042 -0.603 -0.351
N -0.450 0.973 0.071
H 0.656 -0.099 0.283
H 0.056 -0.015 0.193
H 0.087 0.134 0.237

=====

(3)
The following is a DFT calculation (ωB97M-V/def2-TZVPD) of a structure of composition C43H38Cl5N6O5PTa.

Properties
- Maximum force: 0.89 eV Å⁻¹
- HOMO-LUMO gap: 0.2897 Ha
- Lowest unoccupied orbital energy: -2.357 eV
- E_HOMO: -0.3763 Ha
- Energy relative to the best compared isomer or geometry (same formula, charge and spin): 0.1945 eV
- Total charge: +1

Cartesian coordinates (Å):
Ta 0.41692 0.53617 -0.41129
O -2.25890 3.55203 0.29092
C -1.48604 2.81187 0.86372
O -0.51344 2.19197 0.24734
C -1.56635 2.57142 2.34039
C -2.15719 3.57570 3.10140
C -2.26141 3.44998 4.47524
C -1.79123 2.30291 5.09832
C -1.22740 1.28678 4.34466
C -1.10096 1.40667 2.96109
P -0.51942 -0.07720 2.06172
C 0.69273 -0.80608 3.19937
C 0.45121 -1.93794 3.97226
C 1.44942 -2.43547 4.79989
C 2.68200 -1.80401 4.86465
C 2.91968 -0.66277 4.10884
C 1.93015 -0.16657 3.27794
C -1.99820 -1.14989 2.07769
C -1.88756 -2.51069 1.78956
C -3.01663 -3.31452 1.74160
C -4.27438 -2.76708 1.95778
C -4.39541 -1.40998 2.21890
C -3.26562 -0.60571 2.28009
H -2.52219 4.45606 2.59048
H -2.70830 4.24367 5.05862
H -1.86943 2.19254 6.17167
H -0.88271 0.38826 4.84022
H -0.51101 -2.43122 3.94100
H 1.25928 -3.31846 5.39551
H 3.45778 -2.19856 5.50738
H 3.87730 -0.16096 4.15672
H 2.12554 0.71638 2.68398
H -0.91682 -2.95879 1.61097
H -2.90843 -4.37355 1.54406
H -5.15427 -3.39728 1.93234
H -5.37024 -0.97286 2.39265
H -3.38352 0.44764 2.49641
Cl 3.91179 -5.62208 -3.01901
C 2.90331 -4.30248 -2.58749
C 2.62676 -4.03918 -1.24795
Cl 3.28472 -5.03528 -0.01500
C 1.82014 -2.96028 -0.90475
Cl 1.44169 -2.62752 0.74448
C 1.28635 -2.11485 -1.87715
O 0.53111 -1.07660 -1.57486
C 1.53621 -2.41866 -3.21813
Cl 0.78487 -1.43288 -4.41989
C 2.34288 -3.49109 -3.57498
Cl 2.64823 -3.81890 -5.23140
C 4.32595 -0.76246 -0.43339
C 4.43841 0.53251 0.31601
C 5.68117 0.97973 0.74498
C 5.82199 2.18496 1.41229
C 4.70661 2.96803 1.65748
C 3.44457 2.55910 1.24989
C 2.24839 3.41690 1.53451
C 3.30894 1.32847 0.57633
N 2.04611 0.92364 0.14495
H 5.31491 -1.14858 -0.67738
H 3.76655 -0.62423 -1.35787
H 3.81088 -1.51373 0.16437
H 6.55337 0.37078 0.54094
H 6.80026 2.51581 1.73559
H 4.81111 3.91376 2.17517
H 2.53943 4.30708 2.09046
H 1.50237 2.87369 2.11908
H 1.75445 3.72973 0.61398
C 2.98706 1.49818 -5.11602
N 1.73790 1.84268 -4.43949
C 0.78993 2.59964 -5.02086
C -0.35317 2.90215 -4.37499
C -0.53341 2.39847 -3.05445
N 0.39183 1.62589 -2.46711
C 1.58248 1.35260 -3.14350
O 2.46906 0.68939 -2.65687
N -1.68202 2.68831 -2.42836
H 2.96709 1.92571 -6.11472
H 3.08270 0.41601 -5.17420
H 3.83257 1.89181 -4.55671
H 0.99922 2.94475 -6.02412
H -1.11400 3.51226 -4.83470
H -2.20806 3.46208 -2.80259
H -1.71699 2.64536 -1.41618
N -1.87679 0.02148 -0.85184
C -2.62904 -0.55710 -1.51631
N -3.47159 -1.19895 -2.26827
C -4.22497 -0.49415 -3.31849
C -5.68870 -0.43955 -2.91480
O -6.17259 -1.74047 -2.64479
C -5.49983 -2.32690 -1.54662
C -4.02166 -2.49955 -1.85241
H -4.11228 -1.05956 -4.24523
H -3.80043 0.49993 -3.45145
H -6.29254 -0.03522 -3.72528
H -5.80907 0.19918 -2.02946
H -5.96526 -3.29475 -1.36719
H -5.62073 -1.70241 -0.65185
H -3.88146 -3.20125 -2.67634
H -3.47376 -2.85190 -0.98016

Forces on atoms 1 to 6 (eV/Å):
Ta -0.556 0.209 -0.445
O 0.014 -0.025 -0.026
C -0.030 -0.111 0.172
O 0.105 0.040 -0.176
C -0.047 -0.032 -0.036
C 0.046 0.012 -0.023

=====

(4)
The following is a DFT calculation (ωB97M-V/def2-TZVPD) of the molecule C2H4N2OS2.

Properties
- SMILES: O/N=C/N(S)C=S
- Maximum force: 0.73 eV Å⁻¹
- HOMO-LUMO gap: 0.3292 Ha
- Lowest unoccupied orbital energy: 0.003 eV
- E_HOMO: -0.3290 Ha
- Energy relative to the best compared isomer or geometry (same formula, charge and spin): 2.6060 eV

Cartesian coordinates (Å):
O -2.49656 -1.80524 -0.00688
N -1.89196 -0.55084 0.06108
C -0.64088 -0.67889 -0.10717
N 0.15211 0.46958 -0.06396
S -0.58121 2.00345 -0.06721
C 1.51424 0.37975 0.01160
S 2.42920 -0.95991 0.03141
H -3.40526 -1.55091 0.15950
H -0.12473 -1.63677 -0.21343
H -1.09911 1.94014 1.17935
H 1.97255 1.35649 0.09591

Forces on atoms 1 to 6 (eV/Å):
O -0.155 0.269 0.077
N 0.620 -0.340 -0.184
C -0.305 -0.085 0.233
N 0.302 -0.206 -0.079
S -0.122 0.263 0.137
C 0.144 -0.061 0.187

=====

(5)
The following is a DFT calculation (ωB97M-V/def2-TZVPD) of a structure of composition C15H17N4O10 at a distorted geometry.

Properties
- Maximum force: 6.94 eV Å⁻¹
- HOMO-LUMO gap: 0.2258 Ha
- Lowest unoccupied orbital energy: 2.121 eV
- E_HOMO: -0.1478 Ha
- Total charge: -1

Cartesian coordinates (Å):
C 4.92318 -1.01149 2.00172
C 4.26073 0.19057 1.38890
O 2.84951 -0.11067 1.22295
C 2.21689 0.80498 0.47001
C 0.81845 0.47701 0.06320
C -0.03866 1.31782 0.95174
O 0.40746 1.91562 1.91003
O -1.33518 1.29361 0.58446
C -2.26864 2.18684 1.27065
C -3.58237 1.46652 1.24224
C 0.57547 -0.97928 0.29729
O 1.28742 -1.83980 -0.20606
O -0.50568 -1.27289 1.03632
C -0.74060 -2.70090 1.16954
C -2.05747 -2.86937 1.87310
O 2.75525 1.81203 0.04135
H 5.99214 -0.80644 2.08727
H 4.53530 -1.22169 3.00202
H 4.79976 -1.89692 1.37065
H 4.35510 1.07491 2.03134
H 4.69239 0.40934 0.40508
H -1.89462 2.37364 2.28089
H -2.30770 3.11847 0.69474
H -4.38314 2.12929 1.57327
H -3.79570 1.11628 0.22752
H -3.53990 0.60345 1.91396
H -0.77492 -3.14289 0.16632
H 0.07798 -3.14945 1.74786
H -2.29149 -3.93421 1.93321
H -2.02448 -2.47168 2.89212
H -2.86496 -2.37684 1.32220
O 0.15938 3.15805 -1.00058
N -0.88882 2.88003 -1.62543
C -1.05953 1.54599 -2.10700
C -0.07946 0.59188 -1.80326
C -0.19095 -0.52399 -2.59666
N 0.75610 -1.48330 -2.97024
O 1.94558 -1.58591 -2.78213
O 0.08266 -2.39866 -3.82182
N -1.22809 -1.97200 -4.07216
C -1.34727 -0.78486 -3.41007
N -2.32575 0.10378 -3.58563
C -2.15146 1.27626 -2.97940
O -1.80512 3.71670 -1.81566
H 0.86472 0.89247 -1.23469
H -2.87350 2.07766 -3.16117

Forces on atoms 1 to 6 (eV/Å):
C 0.094 -0.226 0.110
C -0.326 -0.009 -0.022
O 0.414 0.516 -0.021
C 1.012 1.116 -1.969
C -1.121 -2.530 6.361
C -0.025 0.257 0.327

=====

Copy entry 2 word for word.
The following is a DFT calculation (ωB97M-V/def2-TZVPD) of a cluster of 2 separate species, C2H7NS in total at a distorted geometry.

Properties
- SMILES: C=CN.S
- Maximum force: 1.07 eV Å⁻¹
- HOMO-LUMO gap: 0.3362 Ha
- Lowest unoccupied orbital energy: 0.610 eV
- E_HOMO: -0.3138 Ha
- Energy relative to the best compared isomer or geometry (same formula, charge and spin): 0.8329 eV

Cartesian coordinates (Å):
C -3.54895 1.39374 2.21005
C -2.48537 1.95824 1.64198
N -1.22035 1.39586 1.43235
H -3.73846 0.35572 2.44190
H -4.44037 2.01118 2.24300
H -2.58686 2.94928 1.21407
H -0.92568 1.47431 0.47328
H -1.10010 0.50301 1.84754
S 3.26038 -2.06444 -2.36957
H 3.07681 -2.59922 -1.17696
H 2.06845 -1.41922 -2.38126

Forces on atoms 1 to 6 (eV/Å):
C -0.724 0.579 -0.467
C -0.042 -0.603 -0.351
N -0.450 0.973 0.071
H 0.656 -0.099 0.283
H 0.056 -0.015 0.193
H 0.087 0.134 0.237